# 1
# C34H45ClF6NO26PS

A cluster of 7 separate species, C34H45ClF6NO26PS in total in a non-equilibrium geometry (the ωB97M-V functional and the def2-TZVPD basis, OMol25).

Structure (XYZ):
```
115
Properties=species:S:1:pos:R:3:forces:R:3
H 3.3934 -5.7885 -3.2944 -0.29 0.54 0.55
N 3.0071 -4.9917 -2.7515 -0.01 -0.72 3.47
C 2.9711 -5.3123 -1.4657 0.16 -0.10 -2.31
C 2.4386 -4.3360 -0.3208 1.02 0.44 0.41
C 0.8385 -4.2411 -0.2203 1.29 -0.18 -1.23
O 0.3918 -5.6105 -0.1300 0.07 1.00 0.86
C 0.4149 -3.5860 -1.6563 -1.17 -1.12 -0.77
O 0.1424 -4.1858 -2.7188 0.97 2.98 4.27
O 0.3669 -2.1782 -1.4232 -0.19 -2.09 -0.32
C 0.5637 -1.8552 -0.0234 1.15 0.53 2.34
C -0.0307 -0.4338 0.4126 0.05 0.50 -1.87
C 0.9270 0.7265 -0.2353 0.32 0.11 0.02
C 2.2337 1.0650 0.6508 -0.17 0.44 0.57
C 3.6286 0.5266 0.0765 -0.49 -0.08 -0.97
O 4.7710 0.8870 0.9357 0.08 -2.33 0.10
C 5.3962 -0.3016 1.4600 0.23 -2.08 3.54
C 6.3265 -1.2515 0.5384 -1.07 1.50 -0.14
O 5.2431 -0.6688 2.6522 0.27 2.17 -4.42
C 0.2064 -3.1631 0.8247 -1.10 -1.47 -1.30
C -1.3242 -3.6425 0.9699 -0.11 -0.01 0.35
C -2.3223 -2.5565 1.6063 -1.34 -0.69 -0.04
C -3.3883 -1.9371 0.5670 0.00 0.02 0.30
C -4.2409 -3.0920 -0.2156 2.29 -0.15 0.15
S -6.0300 -2.6182 -0.3218 -0.97 2.71 4.31
O -6.7071 -3.1590 0.9256 1.82 0.81 -4.09
O -6.0928 -1.1149 -0.4162 0.20 -4.05 -0.66
Cl -6.7935 -3.4611 -2.0658 0.53 0.33 0.99
P 0.8483 -3.1424 2.5970 3.30 3.13 -0.52
O 2.1060 -2.2460 2.7048 -2.49 -2.19 -0.23
H 3.3779 -6.3502 -1.1981 -0.76 1.51 0.24
H 2.8080 -4.6918 0.7179 -0.43 0.38 -1.69
H 2.9553 -3.3190 -0.4878 -0.96 -1.49 0.18
H 0.7793 -6.0104 0.6895 -0.38 0.58 -1.04
H 1.6909 -1.7279 0.2133 -1.62 -0.23 -0.66
H -1.0691 -0.2306 -0.0583 1.50 -0.67 0.83
H -0.1038 -0.3078 1.5441 0.39 -0.47 -1.80
H 1.2575 0.4566 -1.3106 -0.70 0.19 1.64
H 0.3240 1.6979 -0.3363 0.76 -1.47 0.21
H 2.3313 2.2163 0.6978 -0.06 -1.82 -0.03
H 2.0054 0.7192 1.7244 0.75 0.37 -1.58
H 3.7725 1.0228 -0.9599 -0.04 -0.74 1.65
H 3.6829 -0.6034 -0.0986 -0.48 1.47 0.26
H 7.0800 -1.8519 1.1443 -1.08 1.22 -0.58
H 5.6247 -1.9880 0.0300 1.10 1.23 0.82
H 6.7997 -0.5531 -0.2378 -0.45 -1.31 0.92
H -1.3100 -4.5475 1.6946 0.03 1.31 -1.23
H -1.7088 -4.0822 -0.0286 0.56 0.87 1.56
H -1.8177 -1.6998 2.1638 -0.49 -1.16 -0.93
H -2.9525 -3.1214 2.3983 0.97 0.97 -1.16
H -4.0859 -1.2510 1.1817 1.14 -1.00 -1.27
H -2.8240 -1.3596 -0.2394 -1.00 -0.52 1.21
H -3.7263 -3.2140 -1.2334 -1.37 0.17 1.20
H -4.0573 -4.0676 0.3572 -1.10 1.24 -0.88
H -0.1813 -2.5975 3.4510 0.17 -0.80 -0.66
H 1.0555 -4.4985 3.0190 -0.47 0.35 -0.31
O -0.2504 0.8482 3.1191 -0.68 0.92 0.10
C -0.9780 1.7656 2.8636 0.58 -0.98 0.73
O -2.2787 1.8421 3.2587 0.84 -0.14 -0.41
C -2.7459 3.1288 2.8742 -0.84 0.26 0.11
C -1.8141 3.4863 1.7613 0.22 0.39 -0.04
F -1.6032 4.8255 1.7125 0.06 0.16 -0.20
O -0.6065 2.8548 2.1349 -0.44 -0.53 -0.01
H -2.6701 3.8110 3.7239 0.08 0.05 -0.24
H -3.7853 3.0885 2.5501 0.18 -0.15 0.12
H -2.1286 3.1252 0.7775 0.10 0.21 -0.04
O -0.4138 11.0682 0.0451 -0.36 -0.80 0.40
C -0.9038 10.1040 0.5588 0.77 1.08 -0.42
O -0.2161 8.9670 0.8596 -0.43 0.64 -0.25
C -1.1132 8.1252 1.5706 0.51 -0.95 0.28
C -2.4474 8.6281 1.1217 -0.60 0.05 0.47
F -3.3728 8.4934 2.1008 -0.17 -0.03 -0.08
O -2.2169 10.0061 0.9067 0.57 -0.34 -0.41
H -0.9544 8.2512 2.6453 -0.25 0.08 -0.06
H -0.9553 7.0773 1.3136 0.15 0.20 -0.10
H -2.8147 8.1684 0.1995 -0.13 0.03 0.13
O -2.9639 -9.3716 -3.1753 0.14 0.93 -0.52
C -2.7675 -8.3240 -3.7177 -0.25 -1.57 0.52
O -1.9760 -8.1681 -4.8172 -0.36 0.03 0.60
C -2.1108 -6.8145 -5.2275 0.55 0.13 -0.86
C -2.5452 -6.1405 -3.9660 -0.30 0.56 0.17
F -3.3596 -5.0890 -4.2314 -0.07 0.20 0.13
O -3.3006 -7.1383 -3.3086 0.59 -0.27 -0.22
H -2.8607 -6.7483 -6.0210 -0.09 0.13 0.20
H -1.1654 -6.4222 -5.6049 -0.01 -0.22 0.11
H -1.7216 -5.8183 -3.3217 -0.11 0.16 -0.05
O 5.2125 -2.7364 -1.6293 0.63 -0.43 -1.02
C 6.2109 -2.9491 -2.2536 -1.29 0.40 0.41
O 6.3933 -2.5800 -3.5507 -0.08 -0.27 0.70
C 7.7408 -2.8907 -3.8767 0.18 0.32 -0.96
C 8.0721 -3.9569 -2.8823 0.70 -0.06 0.36
F 9.3811 -3.9138 -2.5400 0.06 -0.18 0.04
O 7.2999 -3.5968 -1.7548 -0.51 -0.02 -0.54
H 8.3588 -1.9963 -3.7576 0.09 -0.19 0.17
H 7.8250 -3.2406 -4.9065 -0.23 0.07 0.09
H 7.8062 -4.9688 -3.2019 0.16 0.01 0.10
O 2.9785 9.5855 -5.5019 -0.68 -0.08 0.83
C 2.2698 9.5306 -4.5405 0.82 0.37 -1.46
O 1.6604 10.6114 -3.9762 0.35 -0.67 -0.20
C 0.8116 10.1112 -2.9521 -0.47 0.90 0.52
C 1.4407 8.7942 -2.6293 -0.28 -0.52 0.07
F 0.5069 7.8902 -2.2402 0.00 -0.20 0.16
O 1.9775 8.3802 -3.8690 0.19 0.60 0.22
H -0.2054 10.0087 -3.3416 0.08 -0.24 0.06
H 0.7922 10.7845 -2.0941 0.09 0.03 -0.19
H 2.2380 8.8474 -1.8824 -0.14 -0.16 0.04
O -4.9668 3.6273 4.5336 -0.53 -0.80 0.62
C -5.4498 2.6587 5.0478 0.62 1.07 -0.36
O -4.7550 1.5254 5.3443 -0.41 0.62 -0.25
C -5.6447 0.6771 6.0573 0.49 -0.88 0.30
C -6.9834 1.1738 5.6135 -0.67 0.01 0.44
F -7.9045 1.0330 6.5952 -0.15 -0.02 -0.08
O -6.7604 2.5534 5.3996 0.63 -0.31 -0.42
H -5.4833 0.8024 7.1316 -0.24 0.08 -0.06
H -5.4818 -0.3699 5.7981 0.14 0.18 -0.11
H -7.3513 0.7137 4.6917 -0.13 0.03 0.13
```
Forces are in eV/Å.

DFT total energy (eV): -139658.853
Kohn-Sham gap (eV): 8.79
Lowest unoccupied orbital energy (eV): -0.8
SMILES string: [H]/N=C/C[C@]1(O)C(=O)O[C@@H](CCCCOC(C)=O)[C@]1(CCCCS(=O)(=O)Cl)[PH2]=O.O=C1OC[C@@H](F)O1.O=C1OC[C@@H](F)O1.O=C1OC[C@@H](F)O1.O=C1OC[C@@H](F)O1.O=C1OC[C@@H](F)O1.O=C1OC[C@@H](F)O1

---

# 2
# C34H46As4N2PdS2

A structure of composition C34H46As4N2PdS2 (the ωB97M-V functional and the def2-TZVPD basis, OMol25).

Structure (XYZ):
```
89
Properties=species:S:1:pos:R:3:forces:R:3
Pd -0.3543 -0.7880 -0.7988 -0.15 0.05 0.06
S -1.6657 -2.6876 -0.7544 0.00 -0.03 0.04
C -3.3536 -2.1713 -0.8676 -0.01 0.02 0.00
C -4.3389 -3.1588 -0.9921 0.00 0.01 0.00
C -5.6699 -2.8143 -1.1358 0.00 0.00 0.00
C -6.0654 -1.4794 -1.1651 0.00 0.00 0.00
C -5.1056 -0.4926 -1.0283 0.01 0.00 0.00
C -3.7661 -0.8366 -0.8663 0.00 -0.02 0.00
As -2.3612 0.4418 -0.6151 0.07 -0.01 -0.02
C -2.7189 1.8550 -1.8793 0.00 -0.01 0.00
C -2.8946 1.5029 -3.2145 -0.01 0.00 -0.01
C -3.1018 2.4869 -4.1680 0.01 0.00 0.00
C -3.1227 3.8245 -3.7934 0.01 0.00 0.00
C -2.9385 4.1753 -2.4648 0.00 0.00 0.00
C -2.7366 3.1919 -1.5049 0.00 0.00 0.00
C -2.6815 1.2585 1.1059 0.03 -0.02 0.02
C -1.6772 2.0553 1.6521 0.00 0.00 0.00
C -1.8499 2.6176 2.9087 -0.01 0.00 0.00
C -3.0166 2.3814 3.6239 0.00 0.00 0.00
C -4.0143 1.5843 3.0809 0.00 0.00 0.01
C -3.8483 1.0207 1.8227 0.00 -0.01 0.01
H -4.0428 -4.2001 -0.9898 0.00 0.00 0.00
H -6.4113 -3.5970 -1.2387 0.00 0.00 0.00
H -7.1065 -1.2162 -1.2951 0.00 0.00 0.00
H -5.3912 0.5537 -1.0533 0.00 0.00 0.00
H -2.8663 0.4595 -3.5084 0.00 0.00 0.00
H -3.2408 2.2100 -5.2052 0.00 0.00 0.00
H -3.2825 4.5925 -4.5399 0.00 0.00 0.00
H -2.9507 5.2167 -2.1697 0.00 0.00 0.00
H -2.5931 3.4737 -0.4697 0.00 -0.01 0.00
H -0.7576 2.2188 1.1015 -0.01 0.01 0.01
H -1.0664 3.2335 3.3317 0.00 0.00 0.00
H -3.1463 2.8157 4.6070 0.00 0.00 0.00
H -4.9214 1.3927 3.6395 0.00 0.00 0.00
H -4.6214 0.3832 1.4133 0.00 0.00 0.00
C 1.1000 -0.0720 4.4503 -0.03 0.02 0.00
As 0.4990 -0.5295 2.6279 0.06 0.01 -0.02
C -1.2105 -1.2855 3.2110 -0.01 0.02 -0.06
C 1.3782 -2.2889 2.4183 -0.03 0.00 -0.03
C 2.8161 -2.3050 1.8832 0.03 0.01 0.00
C 3.2940 -3.7615 1.8461 0.02 0.02 0.00
C 2.9515 -1.6569 0.4940 0.00 -0.02 0.02
As 1.6774 -2.0459 -0.9345 0.05 -0.04 0.07
C 2.7700 -1.5853 -2.4610 -0.01 0.03 0.00
C 1.5525 -3.9709 -1.1418 0.01 -0.01 0.01
C 3.7093 -1.5080 2.8477 0.03 0.04 -0.01
As 5.6233 -1.3538 2.3621 0.00 0.00 0.00
C 6.1883 -0.6989 4.1235 0.00 0.00 0.00
C 5.5585 0.4118 1.5037 0.00 0.00 0.00
H 1.2163 -0.9658 5.0651 -0.01 0.00 0.00
H 0.3327 0.5643 4.8937 0.01 0.01 0.01
H 2.0374 0.4812 4.4342 -0.02 -0.01 0.02
H -1.0530 -2.0275 3.9956 0.01 0.00 -0.01
H -1.7078 -1.7536 2.3619 -0.02 -0.01 -0.03
H -1.8377 -0.4813 3.5948 -0.04 0.01 -0.01
H 0.7152 -2.8566 1.7547 0.01 0.00 -0.02
H 1.3560 -2.7925 3.3901 -0.01 0.00 0.00
H 2.6314 -4.3832 1.2466 -0.03 -0.01 -0.02
H 3.3071 -4.1753 2.8571 0.00 0.00 0.00
H 4.3038 -3.8391 1.4382 0.00 0.00 0.00
H 3.9464 -1.8780 0.0942 -0.01 0.00 -0.02
H 2.8711 -0.5682 0.5760 -0.01 0.00 0.01
H 3.6885 -2.1723 -2.4508 -0.01 0.00 -0.01
H 2.9969 -0.5221 -2.4085 0.00 0.01 0.00
H 2.2032 -1.7770 -3.3688 0.00 0.00 -0.02
H 2.5414 -4.4268 -1.1417 0.00 0.00 0.00
H 1.0568 -4.1575 -2.0939 0.00 0.00 0.00
H 0.9386 -4.3993 -0.3521 0.00 0.00 0.01
H 3.6775 -1.9748 3.8373 0.00 0.00 0.00
H 3.3286 -0.4880 2.9566 0.04 -0.05 -0.02
H 6.1728 -1.5185 4.8411 0.00 0.00 0.00
H 5.5282 0.0966 4.4717 0.00 0.00 0.00
H 7.2061 -0.3161 4.0586 0.00 0.00 0.00
H 5.1698 0.3324 0.4898 0.00 0.00 0.00
H 6.5706 0.8131 1.4522 0.00 0.00 0.00
H 4.9304 1.0982 2.0732 0.00 0.00 0.00
C 0.8326 4.6683 -4.5428 0.00 0.00 0.00
C 0.6810 3.2177 -4.2004 -0.01 0.00 0.01
C 0.3732 2.2589 -5.1600 -0.01 -0.01 0.00
C 0.2179 0.9631 -4.7083 -0.02 0.00 -0.01
N 0.3512 0.6192 -3.4330 0.00 -0.02 0.03
C 0.6578 1.6103 -2.5804 0.07 -0.04 -0.01
S 0.8836 1.2134 -0.8878 0.02 0.06 -0.02
N 0.8307 2.8912 -2.9204 -0.02 0.02 0.01
H 0.8425 4.8308 -5.6195 0.00 0.00 0.00
H 1.7503 5.0594 -4.1051 0.00 0.00 0.00
H 0.0007 5.2265 -4.1092 0.00 0.00 0.00
H 0.2529 2.5155 -6.2031 0.00 0.00 0.00
H -0.0303 0.1599 -5.3964 0.00 0.00 0.01
```
Forces are in eV/Å.

DFT total energy (eV): -307491.539
Kohn-Sham gap (eV): 7.75
ΔE to the lowest compared entry with this formula, charge and spin (kJ/mol): 0.0
Lowest unoccupied orbital energy (eV): 0.4